(1)
Here is a cluster of 2 separate species, C17H19BBrI2N3O5 in total in a non-equilibrium geometry from the Open Molecules 2025 dataset. Energies are from ωB97M-V with the def2-TZVPD basis set.

Values from the calculation:
* SMILES: CCOB(O)[C@](C#N)(CC(=O)Br)[C@@H](C#N)[C@@H](I)[C@@H](C)I.O=[N+]([O-])c1ccccc1
* LUMO level: -0.769 eV
* electronic energy: -4393.87633 Ha
* HOMO-LUMO gap: 8.74 eV
* HOMO energy: -9.51 eV

ORCA input file:
```
! RIJCOSX wB97M-V def2-TZVPD def2/J DEFGRID3
* xyz 0 1
C -1.7789 -1.7883 0.8873
H 2.6925 1.2862 -7.2095
Br 0.2603 -2.3459 5.7058
C 3.2181 0.0772 -5.5188
C 0.8760 -0.1752 0.1639
H 2.4529 3.2144 -3.3980
C 3.3663 0.0291 -4.1423
H 1.8587 0.0644 -0.2468
C 2.6675 2.3410 -3.9956
O -2.3670 1.0919 2.5201
H 1.5294 -2.1387 -0.2571
H 3.6916 -0.8794 -3.6577
H 2.1986 3.2914 -5.8533
C 2.8015 1.2508 -6.1335
H -0.3318 -3.3885 0.8905
C -3.4734 -1.3541 2.5280
O -2.3487 -1.5806 5.3939
H -0.6897 -3.1275 3.0544
C -1.9931 -1.4153 2.4108
B -1.5002 0.0749 2.8182
N -4.6182 -1.3238 2.6025
N 3.2600 1.1244 -1.9446
I -0.7468 -2.9552 -1.6812
H -2.5323 -2.5647 0.7167
C 2.5247 2.3793 -5.3729
H -0.9995 1.9766 1.1993
H 0.1557 0.0905 -0.6096
O -0.3044 0.3527 3.4485
C -1.5597 -2.5632 3.3741
H -1.3860 2.9482 2.6079
H 3.4302 -0.8012 -6.1125
C -0.4511 -2.4190 0.4158
H -2.3919 -3.2733 3.4098
H -2.8577 2.8019 0.0361
H -3.8740 2.5424 1.4344
C -1.8059 2.2534 1.8783
O 3.6542 0.0835 -1.4480
C -1.4517 -2.0791 4.8088
H 0.7689 0.4543 1.0467
O 2.9858 2.1224 -1.3116
I 1.9887 -2.0326 2.2995
C -2.9245 2.9686 1.1093
H -2.9434 4.0367 1.3186
C 0.8814 -1.6680 0.4747
H -0.3627 0.3367 4.4106
C -2.2334 -0.6687 0.0369
N -2.4279 0.1843 -0.7060
C 3.0911 1.1652 -3.4027
*
```


(2)
Here is a structure of composition C17H19BrN9NiO3S from the Open Molecules 2025 dataset. Energies are from ωB97M-V with the def2-TZVPD basis set.

Values from the calculation:
* LUMO level (alpha / beta): -3.602 / -4.950 eV
* electronic energy: -5858.05320 Ha
* HOMO-LUMO gap (alpha / beta): 6.16 / 4.81 eV
* expectation value of S²: 2.005
* HOMO energy (alpha / beta): -9.76 / -9.76 eV
* ΔE to the lowest compared entry with this formula, charge and spin: 1.1729 eV

ORCA input file:
```
! RIJCOSX wB97M-V def2-TZVPD def2/J DEFGRID3
* xyz 1 3
C 1.2742 -3.6846 1.8231
H 1.6785 3.3338 1.9214
Br -6.3230 0.4904 0.6100
O 3.8474 -2.3015 3.2788
N -0.9641 1.7242 -0.5285
C -4.7158 -0.6339 -3.0187
C -5.1610 0.0126 -0.7676
H 0.8845 -0.5022 2.8681
H 0.4684 -4.5369 0.0141
N 4.2179 1.9685 -1.1978
C 0.0531 3.5048 0.6742
Ni -0.8973 -0.2557 -1.1801
C -3.3742 -0.6822 -2.6969
C 0.0884 -1.3317 1.0363
H -0.4093 -0.3963 0.7593
H -2.6351 -0.9705 -3.4352
H 5.0258 2.5675 -1.2505
C -5.6293 -0.2762 -2.0401
O 2.1320 -1.3047 4.7110
C -1.9148 2.5908 -0.9108
N -0.8956 4.3636 0.3043
N 5.5012 0.2873 -0.2642
H 3.4722 2.1887 -1.8366
C 0.7914 -1.3661 2.2213
H 0.7474 1.4443 0.5938
N 1.0662 -0.1886 -1.5429
H -2.6348 4.6021 -0.7699
O 2.4014 -3.7506 4.6293
C 4.3655 0.6837 -0.8181
H -3.4095 0.1681 0.4675
C -1.8610 3.9024 -0.4787
C 0.0149 -2.4503 0.2211
C 2.1964 -0.0708 -1.2766
C 1.4381 -2.5344 2.5949
H 1.7488 -4.5978 2.1596
H 5.5546 -0.6578 0.0859
H 0.9694 4.8992 1.8165
N 1.0643 3.9692 1.4434
H -1.3495 -2.9365 -1.2829
H -6.6878 -0.2269 -2.2573
S 2.5772 -2.4752 3.9694
H 6.2758 0.9076 -0.1073
C -3.8023 -0.0494 -0.5176
H 0.0941 -2.4153 -1.8280
N -2.9224 -0.3853 -1.4695
H -5.0391 -0.8764 -4.0210
C 0.5526 -3.6541 0.6369
C 0.0102 2.1611 0.2548
H -2.6945 2.2426 -1.5703
N 3.4127 -0.2301 -0.9262
N -0.6043 -2.2706 -1.1020
*
```


(3)
Here is the molecule C17H19Cl2N3OS2 from the Open Molecules 2025 dataset. Energies are from ωB97M-V with the def2-TZVPD basis set.

Values from the calculation:
* SMILES: CSCc1cc(N2CCOCC2)nc(SCc2ccc(Cl)c(Cl)c2)n1
* LUMO level: 0.608 eV
* electronic energy: -2615.49229 Ha
* HOMO-LUMO gap: 8.91 eV
* HOMO energy: -8.30 eV

ORCA input file:
```
! RIJCOSX wB97M-V def2-TZVPD def2/J DEFGRID3
* xyz 0 1
C 0.0135 1.1893 2.0614
C 0.9982 1.5525 2.9642
C -0.1188 0.3325 -2.3524
H -2.3182 3.4963 2.8475
C -1.1848 1.8880 1.9994
H -1.5746 -3.5281 -4.8579
N -0.3491 -3.3100 -2.4529
C -0.4133 3.3111 3.7849
H 0.7310 -1.0856 -3.6898
C 1.8776 2.3816 -0.7412
H -2.9133 -4.0742 -2.9230
H -2.7122 -5.7194 -2.2523
C -1.3891 2.9478 2.8759
H 0.1849 0.3435 1.4137
H -0.5758 4.1321 4.4649
S -2.4136 -0.2615 0.7211
C -1.3968 -0.4938 -0.6908
H 2.7805 2.2785 -0.1493
C 0.7878 2.6202 3.8313
H 0.5926 1.3975 -4.0718
H 1.0688 1.8113 -0.2959
C 0.1018 -0.9425 -2.8290
C -0.9032 -4.3539 -4.5725
H -0.4950 -4.8161 -5.4727
H 0.9121 -4.6195 -3.4364
C 0.2226 -3.8040 -3.6832
C 0.5102 1.5221 -2.9939
C -1.1082 -4.3349 -1.7645
H -3.2032 1.9148 1.2753
C -2.2246 1.5390 0.9820
S 2.2305 1.7111 -2.3879
H 1.6029 3.4298 -0.8264
H -0.4247 -5.1444 -1.4889
C -0.5078 -2.0094 -2.1363
N -0.8677 0.5704 -1.2692
O -1.6287 -5.3586 -3.9064
Cl 2.0042 3.0826 4.9600
Cl 2.4826 0.6786 2.9983
H 0.7713 -3.0266 -4.2091
H -0.0290 2.4361 -2.7520
N -1.2665 -1.7489 -1.0609
C -2.1907 -4.8753 -2.7047
H -1.5537 -3.8976 -0.8725
H -1.9478 1.9318 0.0007
*
```


(4)
Here is a cluster of 2 separate species, C17H19ClF11NO4S in total in a non-equilibrium geometry from the Open Molecules 2025 dataset. Energies are from ωB97M-V with the def2-TZVPD basis set.

Values from the calculation:
* SMILES: CC[C@]1(CCC(F)(F)F)OC(=O)O[C@]1(C[C@H](C)Cl)N=C=S.FC(F)C(F)(F)COC(F)(F)C(F)F
* LUMO level: -1.103 eV
* electronic energy: -2971.49888 Ha
* HOMO-LUMO gap: 8.52 eV
* HOMO energy: -9.63 eV

ORCA input file:
```
! RIJCOSX wB97M-V def2-TZVPD def2/J DEFGRID3
* xyz 0 1
C 5.1380 0.2905 2.2818
H 2.5815 -2.9224 0.0291
C -3.9318 2.5484 -2.7448
H -0.1534 -0.3644 -1.2079
O 2.8729 -0.3591 -1.8634
H 5.4355 -2.8672 0.2412
C 0.0297 -1.0236 0.9665
N 1.9830 1.4160 -0.6513
H 4.9860 -2.7700 2.1437
H 2.6227 -2.3107 1.8592
H 0.8374 -1.9567 -1.0134
H 5.5640 1.2885 1.8253
C 1.4790 1.7977 -1.8819
H -1.8473 -1.9264 1.9059
C 2.1352 -0.1096 -0.5802
H 2.9633 -0.3217 2.7242
F 2.9225 -4.8709 1.9122
C 4.6144 -3.0689 1.0499
F -4.5806 4.7988 -2.6215
H -2.2065 -0.3362 0.9572
H -6.5704 4.3242 -1.5106
H -1.8889 -2.0344 0.0000
C 3.1928 -2.2824 0.8111
C -4.6011 3.6304 -1.9053
H 5.8048 -0.6525 2.0939
H -4.4421 2.4157 -3.7035
H 5.1151 0.4651 3.4622
C 4.3330 -0.0423 -1.7232
H 0.4875 -1.9329 1.5794
F -3.8914 1.3558 -2.1108
C -5.0008 0.9586 0.7726
H -5.1573 1.3126 1.7954
F -6.0698 0.8575 -1.3861
O 4.6098 -0.4609 -0.3404
F 3.9597 -5.2540 -0.2098
C -6.1575 1.3836 -0.1402
C 4.2207 -4.6901 1.1633
C 0.6726 -0.8757 -0.5345
F -3.8128 1.4516 0.3392
C 3.5747 0.1443 1.8109
C -1.6107 -1.3438 0.9031
F 5.2413 -5.4640 1.9260
O 5.1744 0.5267 -2.5928
F -4.8713 -0.3938 0.8026
H -6.5959 2.7918 -2.3192
C 3.3402 -0.6937 0.4214
F -2.6399 2.8806 -3.0112
H 3.1518 1.2559 1.7106
Cl 0.1555 0.5590 1.9917
F -3.8975 3.8847 -0.7695
C -6.0663 3.3501 -1.5378
O -6.2959 2.7999 -0.2381
S 0.4244 1.9079 -3.2539
F -7.3344 0.9325 0.3718
*
```


(5)
Here is the molecule C17H19ClN2O3S in a non-equilibrium geometry from the Open Molecules 2025 dataset. Energies are from ωB97M-V with the def2-TZVPD basis set.

Values from the calculation:
* SMILES: CS(=O)(=O)N(CC(=O)NCc1ccccc1)Cc1ccc(Cl)cc1
* LUMO level: 0.434 eV
* electronic energy: -1852.83908 Ha
* HOMO-LUMO gap: 9.60 eV
* HOMO energy: -9.17 eV
* ΔE to the lowest compared entry with this formula, charge and spin: 0.0924 eV

ORCA input file:
```
! RIJCOSX wB97M-V def2-TZVPD def2/J DEFGRID3
* xyz 0 1
C -2.9776 1.2911 0.8339
C -0.2908 -0.8849 1.8170
H 4.1590 -0.8654 1.5446
C 3.4255 0.6380 0.1885
O -0.0911 -1.7734 -1.8871
H 2.4184 -0.8860 -0.9475
H 1.9359 -1.6322 1.1383
C -2.3588 0.6125 -0.2082
C 1.0129 -0.1319 2.1321
C 4.0091 1.8963 0.1277
H -4.8356 1.9243 1.6985
H -1.1290 -0.4230 2.3465
C 2.8794 0.0910 -0.9670
H -5.1317 -0.3035 -1.9338
C -4.3567 1.3945 0.8901
C 3.4948 2.0498 -2.2105
H 2.4699 0.3599 -3.0418
H -2.3761 1.7521 1.6033
H -1.5915 -4.0415 -0.9785
H 3.5182 2.5994 -3.1398
C 2.9092 0.7964 -2.1572
Cl -6.8453 0.9318 -0.0422
H -2.6632 -0.4757 -2.0214
O 1.0299 0.9421 2.6963
H -0.4994 0.3750 -1.2586
O 0.8863 -2.8846 0.0833
C -1.6937 -3.1823 -0.3283
C -3.1442 0.0395 -1.2023
H 4.4306 2.3318 1.0220
C -5.1226 0.8115 -0.1066
H -1.7621 -3.4945 0.7048
N -0.5104 -0.8352 0.3910
C 4.0492 2.5962 -1.0656
C -4.5231 0.1358 -1.1589
C -0.8652 0.4248 -0.2320
S -0.2096 -2.1660 -0.5166
H 3.4863 0.5855 2.3303
H -0.3555 1.2370 0.2929
H -0.2002 -1.9322 2.1051
N 2.0930 -0.7834 1.6711
C 3.3652 -0.1138 1.4991
H -2.5465 -2.5809 -0.6135
H 4.5071 3.5740 -1.0991
*
```


(6)
Here is a structure of composition C17H19F3N2O4S3 in a non-equilibrium geometry from the Open Molecules 2025 dataset. Energies are from ωB97M-V with the def2-TZVPD basis set.

Values from the calculation:
* LUMO level: -0.199 eV
* electronic energy: -2563.60500 Ha
* HOMO-LUMO gap: 7.21 eV
* HOMO energy: -7.41 eV
* ΔE to the lowest compared entry with this formula, charge and spin: 0.1232 eV

ORCA input file:
```
! RIJCOSX wB97M-V def2-TZVPD def2/J DEFGRID3
* xyz 0 1
C -0.4577 -0.0247 2.8734
H 0.2401 1.8247 -3.5974
C 1.7659 0.2266 2.0106
N -4.5894 -2.2661 2.5240
H -0.1721 2.8966 1.1434
C -2.4365 -2.4552 1.3646
C -0.8531 1.1830 2.3034
C -0.4835 2.1849 -2.8550
C -0.7772 -0.2119 -1.2211
H -0.7092 -1.1099 -3.5401
O 3.4643 2.9791 1.0189
C -3.6763 -1.7864 1.5388
H -1.8882 1.5291 2.3882
O 1.7143 2.8153 -0.7686
C -3.0041 -0.1289 -0.1033
H 0.0082 2.5932 -1.9672
H -4.8835 -0.0853 0.9946
C 2.2458 -0.1795 -0.8760
S 4.5231 0.9928 -1.2214
H 1.1200 -1.4593 3.1912
N 3.1501 0.7351 -0.2009
H -1.1776 2.9083 -3.3013
C 1.3640 1.4150 1.4099
C -3.9461 -0.6091 0.7961
H -0.8069 0.3383 -4.6102
H -1.1872 -0.6232 3.4000
H -3.2601 0.7489 -0.7149
H -2.2293 -3.3176 2.0013
H 1.8409 0.2408 -1.7950
C -1.7289 -0.7725 -0.3092
S -1.5248 0.7952 -2.3693
C 0.0824 1.9378 1.5972
O -5.7415 -1.7956 2.6279
C -1.3031 -0.2494 -3.8415
F 6.9345 0.1483 -0.4862
H 1.4676 -0.4470 -0.1817
F 5.6202 -1.4095 -1.3523
C -1.5017 -1.9776 0.4532
S 2.4840 2.2209 0.2971
H -2.2994 -0.5582 -4.1671
O -4.1726 -3.1847 3.2765
H 2.8079 -1.0729 -1.1320
C 5.6436 -0.3092 -0.5414
C 0.8410 -0.5063 2.7487
H 2.7758 -0.1297 1.8232
H 0.0112 -0.8435 -1.6326
F 5.2646 -0.6808 0.7013
H -0.5595 -2.5197 0.3025
*
```


Q: Which formula does entry 3 have?
A: C17H19Cl2N3OS2


What did the sixth record say?
Here is a structure of composition C17H19F3N2O4S3 in a non-equilibrium geometry from the Open Molecules 2025 dataset. Energies are from ωB97M-V with the def2-TZVPD basis set.

Values from the calculation:
* LUMO level: -0.199 eV
* electronic energy: -2563.60500 Ha
* HOMO-LUMO gap: 7.21 eV
* HOMO energy: -7.41 eV
* ΔE to the lowest compared entry with this formula, charge and spin: 0.1232 eV

ORCA input file:
```
! RIJCOSX wB97M-V def2-TZVPD def2/J DEFGRID3
* xyz 0 1
C -0.4577 -0.0247 2.8734
H 0.2401 1.8247 -3.5974
C 1.7659 0.2266 2.0106
N -4.5894 -2.2661 2.5240
H -0.1721 2.8966 1.1434
C -2.4365 -2.4552 1.3646
C -0.8531 1.1830 2.3034
C -0.4835 2.1849 -2.8550
C -0.7772 -0.2119 -1.2211
H -0.7092 -1.1099 -3.5401
O 3.4643 2.9791 1.0189
C -3.6763 -1.7864 1.5388
H -1.8882 1.5291 2.3882
O 1.7143 2.8153 -0.7686
C -3.0041 -0.1289 -0.1033
H 0.0082 2.5932 -1.9672
H -4.8835 -0.0853 0.9946
C 2.2458 -0.1795 -0.8760
S 4.5231 0.9928 -1.2214
H 1.1200 -1.4593 3.1912
N 3.1501 0.7351 -0.2009
H -1.1776 2.9083 -3.3013
C 1.3640 1.4150 1.4099
C -3.9461 -0.6091 0.7961
H -0.8069 0.3383 -4.6102
H -1.1872 -0.6232 3.4000
H -3.2601 0.7489 -0.7149
H -2.2293 -3.3176 2.0013
H 1.8409 0.2408 -1.7950
C -1.7289 -0.7725 -0.3092
S -1.5248 0.7952 -2.3693
C 0.0824 1.9378 1.5972
O -5.7415 -1.7956 2.6279
C -1.3031 -0.2494 -3.8415
F 6.9345 0.1483 -0.4862
H 1.4676 -0.4470 -0.1817
F 5.6202 -1.4095 -1.3523
C -1.5017 -1.9776 0.4532
S 2.4840 2.2209 0.2971
H -2.2994 -0.5582 -4.1671
O -4.1726 -3.1847 3.2765
H 2.8079 -1.0729 -1.1320
C 5.6436 -0.3092 -0.5414
C 0.8410 -0.5063 2.7487
H 2.7758 -0.1297 1.8232
H 0.0112 -0.8435 -1.6326
F 5.2646 -0.6808 0.7013
H -0.5595 -2.5197 0.3025
*
```


Q: The highest electronic energy belongs to which entry?
A: C17H19ClN2O3S


Q: Among the records above, which one has the highest electronic energy?
A: C17H19ClN2O3S